# C58H48Cl2GeN4O3PbSi

A structure of composition C58H48Cl2GeN4O3PbSi (ωB97M-V/def2-TZVPD, OMol25).

```
118
Properties=species:S:1:pos:R:3:mulliken_charge:R:1
H -5.03 -1.30 2.41 0.432
H -1.60 5.21 0.49 0.436
C 2.12 -3.31 -0.41 0.340
C -0.17 0.91 -6.46 -0.502
H 0.89 0.86 -6.69 0.392
H -3.10 6.75 -0.71 0.434
C 0.50 3.52 2.90 0.328
H -2.88 -2.66 4.08 0.558
N -0.44 -1.07 2.41 0.264
C -4.60 -0.35 4.29 -0.775
C -1.54 -1.78 2.66 -0.663
H -2.99 -3.85 -4.71 0.436
H -1.57 -1.80 6.03 0.436
C 4.61 2.36 0.44 -0.948
H 2.57 -5.33 -0.28 0.318
C -2.63 4.94 0.34 -0.014
H 1.30 5.95 5.11 0.418
O 7.13 4.34 2.19 -0.477
C -1.06 -2.90 -4.77 -0.802
C 4.06 1.47 3.01 -0.967
C 3.52 1.56 0.67 1.128
C -2.46 0.80 -7.20 -0.500
H -0.46 3.82 -4.50 0.384
H 1.26 4.67 0.05 0.502
C 0.79 3.19 -1.43 0.330
C -4.81 5.47 -0.53 -0.615
C -4.45 3.40 0.64 -0.322
C 2.79 -4.67 -2.34 -0.980
H 3.95 -4.26 -0.54 0.275
C 3.20 1.13 1.96 0.203
N 2.03 0.36 2.11 0.009
H 2.36 4.18 3.74 0.463
C 3.26 0.24 -2.82 0.369
H 3.89 1.09 4.01 0.410
H -3.95 1.01 -5.66 0.442
C -1.78 -1.78 -2.34 0.242
C -1.10 0.77 -7.48 -0.774
C 1.29 4.32 3.71 -0.743
C -1.96 1.11 -4.87 -0.583
H 3.08 -3.77 -2.89 0.219
C -0.89 3.68 2.85 0.010
C -3.00 1.41 2.80 0.525
H -0.77 0.64 -8.51 0.432
C 0.69 5.31 4.48 -0.678
C -3.48 5.81 -0.34 -0.836
H -1.14 6.27 5.04 0.423
C 5.38 1.14 -3.51 -0.613
Pb 0.26 -0.08 0.09 2.342
H 2.68 -0.48 -2.24 0.521
H -2.08 -2.14 1.79 0.627
Si -1.91 2.54 1.73 -1.597
C -1.98 -2.07 3.94 -0.604
C 5.43 2.76 1.49 0.737
H 0.96 2.76 2.27 0.271
C -0.08 4.00 -3.50 -0.475
C -3.91 0.67 4.92 -0.742
C -0.68 5.49 4.44 -0.864
C -0.23 -2.00 -4.17 0.889
C -1.46 4.68 3.63 -0.049
C 0.33 2.93 -2.71 -0.077
O -1.01 1.66 0.78 1.462
C -5.30 4.27 -0.03 -0.758
C 4.65 0.24 -2.75 -0.649
H 1.76 -4.92 -2.60 0.284
C 2.92 -4.45 -0.83 -0.446
H 5.82 2.49 3.60 0.394
H -5.24 -1.01 4.86 0.421
C -3.11 3.72 0.83 0.453
H 2.83 2.77 -5.03 0.490
C -1.26 -1.60 5.01 -0.795
C 6.59 3.65 1.17 0.600
H 1.86 0.65 4.15 0.140
H 6.46 1.15 -3.45 0.417
H -4.85 2.47 1.03 0.291
C -3.69 0.37 2.18 -0.003
H 6.66 4.22 3.01 0.300
Cl 1.35 -1.80 -4.80 -0.124
N 0.07 -0.22 -2.45 0.464
H -2.29 1.24 -3.84 0.453
Cl -2.20 -1.22 -0.76 0.141
H -3.57 -2.92 -2.49 0.534
C -0.01 5.30 -3.02 -0.809
H -0.74 -3.40 -5.67 0.540
C -0.11 -0.86 4.76 -0.983
O 7.02 3.76 0.06 -0.530
H 5.16 -0.46 -2.10 0.424
C -2.30 -3.18 -4.21 -0.645
Ge 0.62 1.20 -3.59 -0.054
C -3.11 1.54 4.18 -0.392
H 0.49 -0.48 5.58 0.537
C -2.89 0.98 -5.89 -0.724
C 4.72 2.04 -4.33 -0.806
C -0.59 1.08 -5.15 0.680
N 1.46 -2.42 -0.10 -0.767
H 3.44 -5.49 -2.65 0.381
H -2.58 2.34 4.69 0.392
C -0.59 -1.28 -2.97 -0.581
H -5.47 6.15 -1.05 0.388
H 1.09 2.37 -0.78 -0.305
C 2.59 1.14 -3.65 -0.121
C -4.49 -0.51 2.91 -1.107
H -2.54 4.84 3.59 0.516
C 0.26 -0.61 3.45 0.299
H -3.62 0.25 1.11 0.712
C 0.48 5.54 -1.75 -0.673
C -2.63 -2.65 -2.97 -0.653
H 5.29 2.75 -4.92 0.435
H -0.32 6.13 -3.65 0.445
H 2.88 1.26 -0.15 -0.355
C 5.16 2.28 2.77 -1.238
H -3.18 0.68 -7.99 0.417
H -6.35 4.02 -0.16 0.432
C 3.33 2.05 -4.40 -0.067
H -3.99 0.80 5.99 0.446
C 0.87 4.48 -0.94 -0.589
C 1.47 0.19 3.24 -0.023
H 0.55 6.56 -1.38 0.423
H 4.86 2.68 -0.57 0.537
```

The total charge is +1. The HOMO energy (alpha / beta) is -10.398 / -10.399 eV. As for the spin multiplicity: 2. For the HOMO-LUMO gap (alpha / beta), the calculation gives 0.264 / 0.203 Eh.

***

# C21H18N3O2RhS

A structure of composition C21H18N3O2RhS (ωB97M-V/def2-TZVPD, OMol25).

```
46
Properties=species:S:1:pos:R:3:mulliken_charge:R:1
C 4.43 0.00 0.41 -0.971
H 0.75 5.88 3.79 0.373
H -0.24 0.12 4.39 0.360
C -0.01 2.24 1.04 0.729
C 4.01 -0.02 -1.94 -1.034
H 4.33 0.02 -2.98 0.380
H -0.33 4.20 -0.72 0.420
H 0.58 7.46 1.91 0.382
H -0.19 0.04 -5.67 0.464
C 0.24 -2.20 2.18 -1.157
C 0.18 0.00 -4.66 -0.319
C -0.05 -2.74 0.92 1.027
H -1.62 0.10 -3.48 0.387
C 0.05 3.68 1.32 0.440
C -0.09 4.58 0.26 -0.414
C 0.09 5.94 0.48 -0.597
H 0.50 -2.91 2.95 0.280
N -0.02 0.11 1.66 0.208
C -0.54 0.03 -3.50 -0.574
H 1.44 0.25 3.94 0.295
C 0.51 5.51 2.80 -0.626
H 5.10 0.06 1.25 0.445
H -0.01 6.63 -0.35 0.386
H -0.02 -4.47 -0.33 0.365
N 2.20 -0.20 -0.39 0.388
O -0.08 1.84 -0.19 -0.842
H 0.41 3.45 3.41 0.446
Rh -0.05 -0.16 -0.35 -0.274
C 0.27 -0.06 -2.34 0.381
C 4.90 0.05 -0.90 -0.325
H 5.96 0.14 -1.10 0.416
C 0.32 4.16 2.60 -0.306
O -0.50 -2.09 -0.07 -0.740
C 3.07 -0.13 0.61 -0.118
C 0.24 -0.85 2.55 0.985
C 1.60 -0.12 -2.66 -0.001
H 1.15 -4.52 1.00 0.355
H 2.66 -0.19 1.61 0.283
C 0.40 6.41 1.74 -0.373
H 0.81 -1.29 4.57 0.366
H -0.56 -4.80 1.32 0.340
C 0.58 -0.43 3.95 -1.217
C 0.14 -4.22 0.71 -1.377
S 1.87 -0.11 -4.38 -0.237
C 2.64 -0.12 -1.68 1.278
N 0.06 1.39 2.06 -0.676
```

The total charge is 0. The HOMO energy (alpha / beta) is -7.235 / -7.232 eV. As for the spin multiplicity: 1. For the HOMO-LUMO gap (alpha / beta), the calculation gives 0.226 / 0.224 Eh.

***

# C5H17NO4P

A cluster of 2 separate species, C5H17NO4P in total (ωB97M-V/def2-TZVPD, OMol25).

```
28
Properties=species:S:1:pos:R:3:mulliken_charge:R:1
H -1.31 1.23 1.85 0.315
C 0.26 -0.05 -0.75 -0.514
H 0.68 0.60 -1.53 0.284
O -4.76 -0.74 -0.32 -0.458
H 1.84 1.84 0.16 0.255
H -2.32 0.87 -0.69 0.402
O -0.11 0.85 0.32 -0.359
H 3.69 1.42 -1.23 0.275
H -3.15 1.17 0.70 0.405
H -4.74 -0.30 -1.18 0.352
C 3.72 2.05 -0.33 -0.602
H -0.61 -0.53 -1.19 0.282
H -1.12 -0.50 1.54 0.289
H 1.97 -2.37 1.26 0.417
H 4.67 1.90 0.17 0.245
O 2.69 1.71 0.59 -0.423
N -2.51 0.51 0.25 -0.268
H 3.65 3.10 -0.64 0.277
P -3.38 -1.17 0.36 0.445
O -2.57 -1.90 -0.82 -0.387
H 1.17 -1.94 -1.06 0.397
C 1.21 -1.62 1.06 -1.340
C -1.19 0.49 1.07 -0.429
C 1.31 -1.10 -0.37 0.013
H -2.94 -1.85 -1.71 0.352
H 0.24 -2.11 1.23 0.261
H 2.32 -0.72 -0.55 0.204
H 1.30 -0.81 1.79 0.310
```

The total charge is +1. The HOMO energy is -12.745 eV. As for the spin multiplicity: 1. For the HOMO-LUMO gap, the calculation gives 0.335 Eh.

***

# C14H15Cl4NO8SSn

A structure of composition C14H15Cl4NO8SSn (ωB97M-V/def2-TZVPD, OMol25).

```
44
Properties=species:S:1:pos:R:3:mulliken_charge:R:1
C -0.69 2.39 3.02 0.414
Sn -0.49 -0.19 -0.26 1.204
O 1.71 -0.03 0.62 -0.511
O -1.68 1.89 -1.63 -0.518
H 0.96 -1.89 2.62 0.438
C -0.93 -0.59 3.91 -1.074
H 1.82 -0.86 3.80 0.292
C 0.24 -3.77 -4.40 0.138
H -1.38 0.22 4.48 0.441
O 0.43 -0.18 -2.37 -0.536
C 0.77 -2.66 -5.02 0.244
O 3.42 -0.51 1.97 -0.765
S -1.00 3.19 -1.84 0.341
N 0.06 -0.03 2.99 0.752
O -3.05 -0.41 2.74 -0.628
C -0.17 -2.47 -2.36 0.303
H -0.36 3.50 0.42 0.129
H -2.53 -2.04 3.82 0.344
C 1.25 -0.86 2.86 -0.846
Cl -0.91 -5.05 -2.29 -0.244
H 0.97 3.70 -3.14 0.384
C -0.22 -3.66 -3.08 0.255
C 2.22 -0.42 1.73 0.343
C 0.39 -1.31 -3.01 -0.003
C 0.23 2.90 -3.15 -0.584
C -2.05 -1.31 3.16 -0.261
C 0.42 1.34 3.34 -0.723
Cl 0.16 -5.29 -5.24 -0.248
H -0.29 2.89 -4.11 0.331
C 0.20 3.41 -0.51 -0.622
C 0.84 -1.44 -4.32 0.065
Cl 1.34 -2.76 -6.66 -0.254
H 0.78 4.31 -0.70 0.442
H 0.71 1.45 4.39 0.253
O -1.60 2.04 2.22 -0.721
H 0.84 2.52 -0.47 0.154
H -0.45 -1.28 4.63 0.399
H 1.28 1.63 2.73 0.360
O -0.61 -2.35 -1.15 -0.896
H -1.61 -1.85 2.31 -0.008
H 0.67 1.92 -2.96 -0.006
H -2.61 0.42 2.45 0.486
O -0.55 3.51 3.55 -0.815
Cl 1.49 -0.03 -5.10 -0.250
```

The total charge is -2. The HOMO energy is -2.264 eV. As for the spin multiplicity: 1. For the HOMO-LUMO gap, the calculation gives 0.237 Eh.

***

# C48H57N2O2P2PbSi

A structure of composition C48H57N2O2P2PbSi (ωB97M-V/def2-TZVPD, OMol25).

```
113
Properties=species:S:1:pos:R:3:mulliken_charge:R:1
H -1.66 -6.96 2.05 0.409
H 2.56 -1.29 -3.32 0.657
H 2.49 2.61 -0.13 -0.211
H 0.11 5.19 -2.66 0.325
C 1.77 3.41 -0.23 -1.251
H 2.53 4.83 -3.30 0.442
C 2.73 4.44 -2.30 -1.933
C -6.98 -1.57 -0.22 -0.539
H 0.47 3.24 -5.63 0.414
C -2.20 -3.36 0.76 0.923
C -3.08 -4.38 0.40 -0.827
H 1.04 -0.83 -2.58 0.515
C -1.78 -2.28 -1.74 -1.179
H -0.30 4.38 -4.53 0.327
N 0.29 -2.01 -0.44 1.121
C 1.45 -2.67 -0.20 -0.301
C -4.91 -1.45 0.98 -0.362
N -1.64 0.66 2.10 1.352
H 0.65 5.66 -1.06 0.585
C 6.35 0.31 2.92 -0.635
H 0.14 -4.44 -2.63 0.667
C -3.17 1.36 4.30 -0.831
C 4.32 -0.98 2.96 -0.868
Pb -0.37 0.20 0.06 2.123
H 7.35 0.48 3.27 0.394
C 3.74 -0.12 2.03 0.905
H 6.05 -1.45 4.12 0.443
Si 0.99 2.22 -2.78 -0.827
C -2.88 2.28 3.31 -0.600
H -3.91 -4.16 -0.25 0.439
H -2.35 -3.13 -2.11 0.706
C -0.39 3.41 -5.00 -1.790
C 3.13 1.25 -4.38 -1.750
O -2.25 4.07 1.32 -0.752
H -0.13 -5.16 2.74 0.482
C 1.12 0.83 3.65 -0.817
C 0.46 -1.30 5.28 -0.805
H -1.65 1.06 -5.37 0.655
H 2.38 -4.43 -1.14 0.618
C -0.36 -2.67 -1.45 0.217
H 3.88 0.49 -4.59 0.478
C 4.48 0.95 1.54 -0.163
H -4.37 -1.34 1.92 0.394
H -3.57 -6.45 0.57 0.440
H 1.40 1.66 3.01 0.358
C -2.89 -5.66 0.86 -0.769
H -1.88 -1.45 -2.45 -0.002
H -4.36 -1.82 -2.34 0.305
C -1.82 -5.95 1.70 -0.864
C 5.77 1.16 1.99 -0.869
H 2.81 0.39 -1.05 0.543
C -2.70 0.06 4.15 -1.161
H -0.46 -2.86 1.89 -0.254
C -1.15 -3.65 1.62 -0.095
C 1.48 3.78 -1.70 3.096
H 3.38 -2.37 0.67 0.712
C 0.24 0.00 5.72 -0.907
H -0.18 0.18 6.69 0.431
H -3.22 3.30 3.35 0.635
C -6.27 -1.71 -1.41 -0.728
H 0.39 2.09 5.22 0.518
H 2.48 1.32 -5.26 0.368
C 2.32 -2.28 0.95 -1.390
C 3.32 0.73 -1.95 -2.745
H -2.71 2.35 -3.77 0.582
H -8.06 -1.58 -0.23 0.413
C -0.96 -4.94 2.08 -0.678
H 3.02 5.28 -1.68 0.495
H 3.64 2.20 -4.26 0.407
H -6.83 -1.27 1.89 0.449
C -1.87 2.93 1.11 -0.642
C -4.89 -1.72 -1.41 -0.156
H 3.58 3.77 -2.35 0.333
C 1.57 -3.73 -1.08 -1.617
H 1.29 -0.65 -4.32 0.393
H 1.13 -2.56 3.70 0.382
H 4.04 1.63 0.83 0.302
H -1.90 1.89 -2.27 0.127
C 5.62 -0.77 3.40 -0.746
H -1.28 3.44 -5.64 0.489
H 0.84 3.11 0.25 -0.195
C 0.35 4.81 -1.67 -1.793
H -3.75 1.64 5.16 0.491
C 2.34 0.85 -3.12 2.956
C 0.40 -3.74 -1.87 -1.259
O -1.30 2.50 0.07 -0.426
H -0.55 4.39 -1.22 0.102
C -1.94 -0.24 3.03 -0.306
H 3.75 -1.80 3.35 0.287
H -1.89 3.56 -2.80 0.398
H 0.21 -2.13 5.93 0.456
C 0.58 1.07 4.90 -0.454
H 3.83 1.67 -1.74 0.308
H 2.15 -2.97 1.79 0.457
C -6.29 -1.42 0.97 -0.816
H -2.92 -0.71 4.87 0.589
C 1.32 -0.47 3.20 1.150
C 1.76 -0.56 -3.35 -2.417
H -0.91 0.12 -4.08 0.077
P 2.02 -0.52 1.50 -0.009
H 4.09 0.00 -2.19 0.735
H 0.07 0.76 -5.41 0.360
C -1.84 2.54 -3.15 -1.620
H 6.34 1.99 1.60 0.454
C -0.57 2.28 -3.97 2.355
H -6.81 -1.80 -2.34 0.442
C 0.99 -1.54 4.03 -0.087
C -2.12 1.89 2.22 0.529
H 2.16 4.28 0.28 0.805
H -1.58 -1.25 2.86 0.372
C -4.20 -1.63 -0.20 0.317
P -2.38 -1.74 -0.07 1.167
C -0.76 0.97 -4.75 -1.734
```

The total charge is +1. The HOMO energy is -9.584 eV. As for the spin multiplicity: 1. For the HOMO-LUMO gap, the calculation gives 0.199 Eh.

***

# C41H33I2N9S5V

A structure of composition C41H33I2N9S5V (ωB97M-V/def2-TZVPD, OMol25).

```
91
Properties=species:S:1:pos:R:3:mulliken_charge:R:1
C 0.56 -4.55 -1.66 0.801
C -2.23 -3.13 0.29 -0.431
H -4.53 5.99 -0.64 0.333
C 2.28 0.80 1.79 -0.058
N 0.67 5.02 -0.94 0.315
S 1.58 -0.67 0.86 0.055
C -0.42 -3.59 -1.09 -0.761
C -4.85 -2.44 2.72 0.022
N -0.86 2.54 -1.74 -0.039
H -5.41 -5.81 2.59 0.367
C 2.73 -5.84 -2.88 -0.533
C 1.44 -3.83 -2.48 -0.173
N -1.92 0.96 -0.17 0.357
N -0.06 -2.29 -1.48 0.401
H 3.80 2.47 -5.78 0.365
C 2.54 -4.46 -3.10 -0.369
S 4.01 -2.56 1.90 -0.109
H 5.23 -3.16 3.75 0.482
C -5.16 4.15 0.44 -0.510
N -3.69 -0.04 1.14 -0.410
C -2.76 3.09 -0.33 0.401
C -3.83 -4.84 1.48 -0.420
H 2.19 -3.92 2.76 0.637
C -3.88 -2.35 1.72 0.704
H 2.29 4.43 -5.35 0.416
H -5.64 2.22 1.33 0.510
C -3.63 2.29 0.48 1.015
C -4.93 -4.86 2.33 -0.527
H -0.27 6.81 -1.35 0.340
C 0.72 2.06 -3.53 -0.253
H 2.13 1.55 0.98 -0.555
C 1.01 7.00 0.40 -0.528
H 1.61 1.09 2.61 0.525
C -5.41 -3.69 2.96 -0.455
C -3.13 4.31 -0.93 -0.426
C -3.09 0.97 0.55 -1.097
H 1.14 8.05 0.04 0.348
C -1.78 2.19 -0.80 -0.500
H 1.26 -1.58 3.14 0.640
C 2.10 3.45 -4.93 -0.735
N 0.00 0.27 -2.20 0.060
S 3.84 0.33 4.02 -0.145
S 2.65 6.20 0.31 -0.125
H 0.00 -6.46 -0.85 0.531
H 4.19 -0.22 1.81 0.028
H 5.44 -1.10 5.01 0.411
C 2.90 2.29 -5.23 -0.588
H 3.39 0.23 -4.86 0.578
H -5.19 -1.54 3.26 0.280
H 3.67 -2.60 4.37 0.292
C -3.32 -3.56 1.19 0.384
C 3.73 0.67 2.27 -0.225
H 3.70 -6.30 -3.17 0.336
I -6.12 1.01 5.25 -0.083
C -3.21 -1.26 1.06 -0.692
H -6.21 -3.82 3.72 0.338
H -2.46 4.81 -1.64 0.514
C 1.62 0.95 -3.76 1.111
N -1.43 -3.97 -0.33 -0.406
C -4.92 2.84 0.81 -0.439
H -0.87 6.06 0.06 0.251
C 4.50 -2.37 3.62 -0.595
C 1.12 -0.14 -2.92 -0.888
N -2.24 -1.73 0.18 0.178
H -5.92 4.76 0.94 0.331
V -0.66 -0.54 -0.52 0.668
H 0.28 4.28 -1.50 -0.410
C -4.33 4.92 -0.45 -0.770
H 0.40 4.20 -3.79 0.276
C 1.94 4.80 -0.54 0.429
C 1.05 3.33 -4.05 -0.246
N 1.61 -1.39 -2.97 -0.466
C 1.79 -6.59 -2.16 -0.655
H 0.22 -2.35 2.00 0.117
H 0.61 6.95 1.42 0.337
C 0.02 6.26 -0.49 -0.628
C 5.06 -1.00 4.02 -0.774
H 4.22 1.65 2.04 0.435
I -3.34 1.40 5.07 0.033
C -0.13 1.68 -2.44 0.284
H 3.34 -3.91 -3.63 0.474
H 1.89 -7.68 -2.11 0.374
H 5.83 -0.73 3.26 0.356
C 1.25 -2.02 2.16 -0.598
C 0.68 -5.94 -1.49 -0.187
H 2.14 -3.68 0.99 0.033
C 1.04 -2.39 -2.33 0.182
C 2.25 -3.18 1.98 -0.577
S 2.91 3.46 -0.74 -0.344
H -3.47 -5.71 0.92 0.455
C 2.70 1.02 -4.67 -0.380
```

The total charge is 0. The HOMO energy (alpha / beta) is -6.454 / -6.311 eV. As for the spin multiplicity: 4. For the HOMO-LUMO gap (alpha / beta), the calculation gives 0.153 / 0.148 Eh.